# 1
8
Properties=species:S:1:pos:R:3 method="wB97M-V/def2-TZVPD" smiles="C=O.SS" charge=0 orbital_gap_ev=10.0 e_homo_ev=-9.58 spin_multiplicity=1 lumo_ev=0.38
S -1.91 0.07 -0.81
S -1.69 -0.18 1.24
H -1.63 1.37 -0.85
H -2.99 0.01 1.54
O 1.47 -1.11 0.39
C 2.06 -0.32 -0.28
H 1.95 0.77 -0.12
H 2.73 -0.61 -1.11



# 2
8
Properties=species:S:1:pos:R:3 method="wB97M-V/def2-TZVPD" charge=0 orbital_gap_ev="6.9 / 8.4" e_homo_ev="-7.96 / -8.75" spin_multiplicity=1 lumo_ev="-1.09 / -0.32"
C 0.89 -1.06 -0.11
O -1.44 1.21 0.02
S 1.39 0.58 -0.30
S -1.88 -0.37 0.38
H 1.02 -1.65 -0.93
H 1.01 -1.41 0.82
H -1.84 1.60 -0.71
H 0.84 1.10 0.82



# 3
7
Properties=species:S:1:pos:R:3 method="wB97M-V/def2-TZVPD" smiles=C#[PH]P charge=0 orbital_gap_ev=8.6 e_homo_ev=-8.75 spin_multiplicity=1 lumo_ev=-0.17
C 0.80 -0.23 1.79
P 0.67 0.13 0.18
P -0.91 0.55 -1.24
H -0.20 -0.75 2.13
H 1.77 0.94 -0.49
H -0.36 -0.55 -1.96
H -1.77 -0.10 -0.42